Record 1
DFT (wB97M-V/def2-TZVPD) results for a molecular structure, C14H15BrMoN5O2S2.

Results
* HOMO (spin up / spin down): -11.5 / -12.0 eV
* gap between HOMO and LUMO (spin up / spin down): 0.2494 / 0.2719 Ha
* F_max: 0.65 eV Å⁻¹
* ΔE to the lowest compared entry with this formula, charge and spin: 2.6 kcal/mol
* LUMO (spin up / spin down): -0.1740 / -0.1696 hartree

Structure (ORCA input):
```
! RIJCOSX wB97M-V def2-TZVPD def2/J DEFGRID3
* xyz 1 3
Mo -0.241 0.393 0.212
N -2.125 0.539 1.478
C -2.559 -0.695 2.203
C -1.389 -1.274 3.019
C -0.269 -1.297 2.022
O -0.265 -2.064 1.056
O 0.508 -0.239 1.986
H -1.953 1.279 2.159
H -2.891 0.869 0.895
H -2.862 -1.418 1.447
H -3.412 -0.481 2.846
H -1.645 -2.270 3.374
H -1.134 -0.632 3.861
N -1.268 -0.318 -1.282
C -1.876 -1.010 -2.044
N -2.383 -1.735 -2.891
C -3.623 -2.177 -3.035
N -4.680 -2.605 -3.195
Br 0.729 6.943 -0.380
C 0.363 5.102 -0.265
C -0.367 4.487 -1.277
C -0.630 3.131 -1.208
C -0.174 2.389 -0.115
C 0.553 3.024 0.900
C 0.831 4.380 0.824
H -0.716 5.070 -2.118
H -1.180 2.653 -2.009
H 0.940 2.467 1.752
H 1.403 4.869 1.599
S 1.951 0.371 -0.909
C 2.560 -1.217 -1.015
N 1.911 -2.343 -0.852
C 2.643 -3.597 -1.018
C 4.105 -3.241 -1.342
S 4.215 -1.425 -1.445
H 0.969 -2.340 -0.469
H 2.182 -4.172 -1.820
H 2.574 -4.174 -0.096
H 4.424 -3.668 -2.288
H 4.780 -3.576 -0.559
*
```

Löwdin population analysis, charges in e, atoms 1 to 2: 1.436, -0.054


Record 2
DFT (wB97M-V/def2-TZVPD) results for a molecular structure, C14H15ClFeN2O6 in a non-equilibrium geometry.

Results
* HOMO (spin up / spin down): -13.4 / -13.4 eV
* gap between HOMO and LUMO (spin up / spin down): 0.3065 / 0.3359 Ha
* F_max: 2.92 eV Å⁻¹
* ΔE to the lowest compared entry with this formula, charge and spin: 33.4 kcal/mol
* LUMO (spin up / spin down): -0.1871 / -0.1582 hartree

Structure (ORCA input):
```
! RIJCOSX wB97M-V def2-TZVPD def2/J DEFGRID3
* xyz 1 2
Fe -1.136 -0.543 0.874
O -0.708 3.848 0.293
C -1.050 2.595 0.517
O -0.422 1.804 1.188
C -2.324 2.150 -0.090
C -3.285 2.969 -0.637
C -4.509 2.398 -0.985
C -4.728 1.060 -0.724
C -3.694 0.319 -0.169
N -2.506 0.840 0.095
C -3.803 -1.068 0.342
O -4.730 -1.803 0.165
O -2.747 -1.387 1.074
H 0.116 4.044 0.770
H -3.094 4.025 -0.764
H -5.291 3.011 -1.411
H -5.674 0.573 -0.914
C 3.808 0.905 1.317
C 3.367 -0.101 0.246
C 3.830 0.337 -1.150
C 3.875 -1.513 0.572
C 1.889 -0.150 0.247
N 0.746 -0.205 0.252
H 4.897 0.952 1.314
H 3.479 0.598 2.310
H 3.420 1.902 1.111
H 4.919 0.359 -1.158
H 3.463 1.334 -1.398
H 3.493 -0.360 -1.917
H 4.965 -1.498 0.551
H 3.523 -2.239 -0.160
H 3.551 -1.833 1.562
Cl 1.195 -4.132 -1.089
C -0.542 -3.933 -0.740
C -0.730 -2.597 -0.104
O -1.114 -1.593 -0.792
O -0.502 -2.368 1.114
H -0.851 -4.707 -0.043
H -1.095 -3.994 -1.670
*
```

Löwdin population analysis, charges in e, atoms 1 to 2: 0.920, 0.184


Record 3
DFT (wB97M-V/def2-TZVPD) results for a molecular structure, C14H15IrN2O5S in a non-equilibrium geometry.

Results
* HOMO (spin up / spin down): -16.0 / -16.0 eV
* gap between HOMO and LUMO (spin up / spin down): 0.2773 / 0.2819 Ha
* F_max: 2.22 eV Å⁻¹
* ΔE to the lowest compared entry with this formula, charge and spin: 52.2 kcal/mol
* LUMO (spin up / spin down): -0.3107 / -0.3079 hartree

Structure (ORCA input):
```
! RIJCOSX wB97M-V def2-TZVPD def2/J DEFGRID3
* xyz 2 1
Ir -0.298 0.176 -0.276
O -0.232 4.504 -0.315
C -0.477 3.236 -0.195
O 0.379 2.367 -0.034
C -1.885 2.852 -0.242
C -2.954 3.717 -0.223
C -4.242 3.177 -0.220
C -4.406 1.803 -0.231
C -3.260 1.021 -0.252
N -2.046 1.520 -0.268
C -3.282 -0.496 -0.235
O -4.338 -1.044 -0.274
O -2.067 -0.967 -0.169
H 0.715 4.725 -0.274
H -2.778 4.783 -0.206
H -5.106 3.827 -0.197
H -5.379 1.332 -0.220
C 3.163 0.388 1.953
S 2.833 -0.627 0.517
C 4.321 -0.330 -0.421
O 1.774 0.175 -0.275
H 3.963 -0.086 2.523
H 2.254 0.415 2.552
H 3.440 1.393 1.643
H 5.140 -0.837 0.091
H 4.506 0.739 -0.503
H 4.183 -0.767 -1.408
C 0.870 -4.494 -0.254
C 0.619 -3.833 0.942
C 0.255 -2.504 0.901
N 0.155 -1.852 -0.263
C 0.382 -2.477 -1.425
C 0.749 -3.806 -1.454
H 1.149 -5.540 -0.250
H 0.692 -4.340 1.893
H 0.020 -1.954 1.803
H 0.261 -1.904 -2.334
H 0.927 -4.291 -2.403
*
```

Löwdin population analysis, charges in e, atoms 1 to 2: 1.455, 0.231


Record 4
DFT (wB97M-V/def2-TZVPD) results for a molecular structure, C14H15N3O2RhS in a non-equilibrium geometry.

Results
* HOMO (spin up / spin down): -10.8 / -11.5 eV
* gap between HOMO and LUMO (spin up / spin down): 0.2578 / 0.2161 Ha
* F_max: 3.05 eV Å⁻¹
* ΔE to the lowest compared entry with this formula, charge and spin: 0.0 kcal/mol
* LUMO (spin up / spin down): -0.1395 / -0.2076 hartree

Structure (ORCA input):
```
! RIJCOSX wB97M-V def2-TZVPD def2/J DEFGRID3
* xyz 1 5
Rh -0.516 0.278 -0.337
C -1.651 4.593 -1.451
C -1.010 3.286 -1.072
N -1.692 2.197 -0.789
O -2.990 2.304 -0.605
C 0.458 3.076 -0.995
C 1.407 4.143 -1.369
N 0.901 1.894 -0.487
O 2.128 1.774 -0.282
H -2.411 4.815 -0.706
H -2.274 4.502 -2.332
H -0.897 5.319 -1.493
H -3.208 1.471 -0.149
H 1.193 4.537 -2.385
H 2.390 3.607 -1.375
H 1.429 4.865 -0.616
C 0.711 -1.829 -2.410
C 0.604 -2.409 -1.028
C 1.114 -3.712 -0.760
C 0.990 -4.214 0.500
C 0.475 -3.368 1.534
C 0.372 -3.843 2.852
C -0.146 -3.044 3.858
C -0.605 -1.767 3.510
C -0.521 -1.273 2.259
S -1.032 0.365 1.889
C -0.015 -2.126 1.217
N 0.132 -1.677 -0.062
H 0.231 -0.817 -2.445
H 0.215 -2.453 -3.150
H 1.757 -1.682 -2.752
H 1.611 -4.348 -1.490
H 1.404 -5.191 0.746
H 0.721 -4.820 3.036
H -0.294 -3.368 4.841
H -0.982 -1.084 4.298
*
```

Löwdin population analysis, charges in e, atoms 1 to 2: 0.739, 0.021


Record 5
DFT (wB97M-V/def2-TZVPD) results for a molecular structure, C14H15N3O4Sn.

Results
* HOMO: -8.7 eV
* gap between HOMO and LUMO: 0.2904 Ha
* F_max: 0.78 eV Å⁻¹
* LUMO: -0.0295 hartree

Structure (ORCA input):
```
! RIJCOSX wB97M-V def2-TZVPD def2/J DEFGRID3
* xyz 0 1
Sn -1.062 1.050 -0.384
O 0.918 4.446 4.332
C -0.118 3.771 4.781
O -0.607 3.961 5.867
C -0.697 2.726 3.885
C -1.791 1.972 4.250
N -2.048 1.127 3.241
N -1.187 1.281 2.231
C -0.366 2.257 2.592
C 0.668 2.726 1.613
O 1.566 3.467 1.996
O 0.532 2.305 0.410
H 1.238 4.129 3.442
H -2.369 2.022 5.156
H -2.767 0.426 3.185
C -1.788 -2.356 -1.066
N -0.563 -3.116 -1.026
C -0.409 -3.981 -2.179
C 0.612 -2.303 -0.730
C 0.977 -1.249 -1.758
C 1.834 -1.593 -2.800
C 2.215 -0.658 -3.751
C 1.747 0.644 -3.661
C 0.885 0.983 -2.631
C 0.478 0.051 -1.671
H -2.634 -3.035 -1.174
H -1.827 -1.621 -1.890
H -1.898 -1.812 -0.120
H -1.261 -4.661 -2.224
H 0.497 -4.577 -2.064
H -0.353 -3.432 -3.130
H 1.454 -2.989 -0.607
H 0.427 -1.814 0.234
H 2.223 -2.604 -2.858
H 2.887 -0.943 -4.549
H 2.057 1.387 -4.384
H 0.529 2.011 -2.558
*
```

Löwdin population analysis, charges in e, atoms 1 to 2: 1.294, 0.137


Record 6
DFT (wB97M-V/def2-TZVPD) results for 2 unconnected molecules or ions with the total composition C14H16 in a non-equilibrium geometry.

Results
* HOMO: -8.7 eV
* structure (SMILES): Cc1ccccc1.Cc1ccccc1
* gap between HOMO and LUMO: 0.3525 Ha
* F_max: 3.55 eV Å⁻¹
* ΔE to the lowest compared entry with this formula, charge and spin: 30.7 kcal/mol
* LUMO: 0.0320 hartree

Structure (ORCA input):
```
! RIJCOSX wB97M-V def2-TZVPD def2/J DEFGRID3
* xyz 0 1
C -1.147 2.139 -2.236
C -0.418 0.836 -2.316
C 0.583 0.767 -3.277
C 1.340 -0.374 -3.425
C 1.252 -1.430 -2.506
C 0.159 -1.431 -1.654
C -0.588 -0.264 -1.467
H -1.874 2.294 -3.044
H -0.442 2.964 -2.123
H -1.858 2.058 -1.405
H 0.798 1.616 -3.912
H 2.132 -0.502 -4.138
H 1.809 -2.358 -2.517
H -0.023 -2.188 -0.930
H -1.359 -0.318 -0.696
C -1.500 1.042 3.325
C -0.530 0.044 2.892
C -0.815 -1.265 2.428
C 0.094 -1.900 1.619
C 1.333 -1.366 1.342
C 1.759 -0.201 1.935
C 0.839 0.426 2.767
H -2.541 0.766 3.080
H -1.470 1.955 2.718
H -1.499 1.158 4.403
H -1.861 -1.573 2.485
H -0.038 -2.864 1.127
H 2.007 -1.637 0.490
H 2.741 0.244 1.772
H 1.118 1.360 3.261
*
```

Löwdin population analysis, charges in e, atoms 1 to 2: -0.061, -0.284


Record 7
DFT (wB97M-V/def2-TZVPD) results for 2 unconnected molecules or ions with the total composition C14H16 in a non-equilibrium geometry.

Results
* HOMO: -8.9 eV
* structure (SMILES): Cc1ccccc1.Cc1ccccc1
* gap between HOMO and LUMO: 0.3634 Ha
* F_max: 1.85 eV Å⁻¹
* ΔE to the lowest compared entry with this formula, charge and spin: 21.8 kcal/mol
* LUMO: 0.0353 hartree

Structure (ORCA input):
```
! RIJCOSX wB97M-V def2-TZVPD def2/J DEFGRID3
* xyz 0 1
C -2.575 -1.233 1.788
C -2.097 -1.760 0.468
C -2.303 -1.016 -0.705
C -2.074 -1.561 -1.938
C -1.523 -2.849 -2.023
C -1.306 -3.572 -0.874
C -1.491 -3.006 0.403
H -3.653 -0.943 1.814
H -1.882 -0.484 2.182
H -2.848 -2.036 2.486
H -2.895 -0.093 -0.683
H -2.213 -1.012 -2.854
H -1.283 -3.287 -2.991
H -0.808 -4.537 -0.871
H -1.355 -3.587 1.305
C 3.204 2.517 -1.615
C 2.420 2.118 -0.382
C 1.362 1.229 -0.471
C 0.637 0.932 0.693
C 0.956 1.588 1.877
C 1.938 2.558 1.938
C 2.679 2.840 0.796
H 2.803 3.444 -2.033
H 3.057 1.801 -2.447
H 4.252 2.577 -1.308
H 1.239 0.861 -1.483
H -0.268 0.344 0.538
H 0.361 1.492 2.790
H 2.210 3.079 2.844
H 3.455 3.595 0.757
*
```

Löwdin population analysis, charges in e, atoms 1 to 2: -0.063, -0.305